160
Properties=species:S:1:pos:R:3:forces:R:3:mulliken_charge:R:1 method="wB97M-V/def2-TZVPD" orbital_gap_ha=0.3070 e_tot_ev=-85302.9756 largest_force_ev_per_a=3.27 relative_energy_kj_mol=434.7 spin_multiplicity=1 smiles=COCCNCCOC.COCCNCCOC.COCCNCCOC.COCCNCCOC.COCCNCCOC.OCCO.OCCO.OCCO.OCCO total_charge=0
C -6.015525 -0.628776 4.599197 -0.853 0.681 0.495 -0.759
O -5.514755 -0.473046 5.944777 -0.348 1.476 -2.416 -0.315
C -4.998825 -1.657396 6.438167 0.454 0.260 1.189 -0.609
C -3.962895 -1.280736 7.564857 -0.172 -1.216 -1.764 -0.683
N -2.717115 -0.841006 6.978947 0.093 -0.284 -0.673 -0.215
C -1.670325 -0.620026 7.952637 0.503 -0.071 -1.605 -0.689
C -0.340275 -0.410636 7.164117 -0.521 0.998 1.285 -0.628
O -0.310175 0.929594 6.692217 1.002 0.794 -1.225 -0.338
C 0.631235 1.254984 5.606327 -1.464 -0.679 -0.016 -0.736
H -5.398135 -1.164886 3.878427 0.592 -0.173 0.447 0.297
H -6.231875 0.340964 4.150967 0.365 0.273 0.376 0.273
H -6.993875 -1.109276 4.593947 -0.104 -0.435 0.268 0.324
H -4.561225 -2.185806 5.591197 0.565 -0.437 0.380 0.360
H -5.869295 -2.207836 6.795097 0.228 -0.651 0.511 0.382
H -3.648445 -2.209556 8.040767 -0.539 -0.127 0.506 0.412
H -4.395605 -0.592526 8.290967 -0.275 0.095 0.092 0.308
H -2.755435 -0.064826 6.333827 -0.462 0.182 0.146 0.205
H -1.542935 -1.551796 8.503707 -0.074 0.137 0.438 0.409
H -1.992645 0.222954 8.563867 0.786 0.096 0.629 0.373
H -0.337295 -1.157116 6.369847 0.255 0.019 -0.152 0.363
H 0.497635 -0.500466 7.855437 0.228 -0.543 -0.052 0.403
H 0.365635 2.238764 5.219387 -0.261 -0.045 0.266 0.259
H 0.454275 0.533264 4.808887 0.011 -0.065 -0.202 0.299
H 1.711165 1.279684 5.752147 -0.001 -0.292 1.063 0.305
C -5.305515 -7.029036 1.218147 -0.140 0.235 1.007 -0.700
O -4.576755 -7.342936 0.079957 -0.034 -0.095 -1.060 -0.369
C -3.268985 -7.848036 0.254587 -0.205 -0.872 -0.140 -0.642
C -2.343645 -6.840326 0.910547 0.513 -1.076 0.054 -0.572
N -0.915345 -7.244036 0.867427 -0.251 0.610 -0.793 -0.167
C -0.028545 -6.120626 1.235747 -0.184 -0.419 0.910 -0.702
C 1.481965 -6.459796 1.426917 -1.446 0.043 -0.962 -0.448
O 2.151185 -6.289576 0.205097 0.972 0.502 -0.573 -0.320
C 2.297315 -7.351906 -0.710793 -0.708 -0.991 0.513 -0.713
H -5.190265 -7.785746 1.994167 0.103 -0.205 0.184 0.326
H -6.375525 -6.943366 1.028767 0.084 -0.213 -0.569 0.250
H -5.023205 -6.065786 1.643037 0.251 0.165 0.127 0.251
H -2.958945 -8.280946 -0.696503 0.229 0.877 -0.406 0.352
H -3.291245 -8.769346 0.836647 -0.225 -0.124 0.739 0.346
H -2.657975 -6.874876 1.953677 -0.159 0.910 0.269 0.310
H -2.530095 -5.876866 0.436117 0.326 0.128 0.197 0.367
H -0.809075 -8.042536 1.476697 0.261 0.053 0.183 0.256
H -0.360155 -5.659966 2.166297 -0.187 0.009 0.544 0.420
H -0.208975 -5.331426 0.505887 0.556 -0.077 -0.275 0.364
H 1.584665 -7.453876 1.862067 0.059 -0.379 -0.162 0.315
H 1.934485 -5.780136 2.148997 -0.069 0.215 -0.177 0.264
H 2.571845 -7.003226 -1.706363 0.187 0.369 0.316 0.230
H 1.383495 -7.934526 -0.827453 -0.493 0.212 -0.036 0.286
H 3.001125 -8.107376 -0.361513 0.554 0.165 0.053 0.296
C 3.743115 -5.492956 6.600767 0.171 0.843 -0.544 -0.639
O 4.393615 -4.237826 6.592597 0.874 0.329 0.439 -0.293
C 5.785155 -4.282196 6.180037 -0.913 0.753 0.601 -0.547
C 6.358245 -2.801836 6.412207 -1.758 -2.534 0.817 -0.742
N 5.996765 -1.932026 5.335127 1.924 0.900 -0.567 -0.395
C 6.933645 -2.130056 4.206607 -1.908 -0.204 -0.729 -0.518
C 6.528665 -1.317676 2.967137 0.776 -0.771 -0.144 -0.675
O 5.304855 -1.825276 2.482467 -0.904 -0.534 3.092 -0.228
C 4.974255 -1.572576 1.196247 0.120 0.398 -1.861 -0.793
H 3.477825 -5.733646 5.571307 -0.007 -0.482 -0.171 0.190
H 2.812965 -5.353196 7.151577 0.163 -0.238 0.186 0.229
H 4.398305 -6.254406 7.023867 -0.211 -0.227 0.154 0.295
H 5.758535 -4.660706 5.158207 0.460 0.439 -0.460 0.351
H 6.324265 -5.046616 6.739607 0.080 0.025 0.465 0.467
H 7.388705 -2.912746 6.749767 0.304 0.601 -0.806 0.389
H 5.819805 -2.451796 7.292917 -0.035 -0.168 0.215 0.331
H 5.080695 -2.227136 5.028817 -0.213 0.204 -0.142 0.317
H 6.755445 -3.157786 3.890197 0.677 -0.411 -0.315 0.239
H 7.988515 -2.011186 4.454007 -0.211 0.331 0.289 0.403
H 7.272805 -1.543656 2.203407 0.406 0.176 -0.203 0.410
H 6.550445 -0.243026 3.148117 -0.433 0.175 0.035 0.360
H 4.011765 -1.946326 0.846917 -0.249 -0.456 0.884 0.237
H 5.700735 -2.118416 0.594257 0.294 0.589 -0.824 0.314
H 4.887455 -0.501666 1.012627 0.571 0.261 -0.417 0.303
C 9.644025 9.215584 2.876117 0.550 -0.513 -0.118 -0.753
O 8.637385 8.404124 2.337867 -0.708 -0.303 -0.565 -0.300
C 7.750485 7.829374 3.291907 -0.405 0.021 -0.383 -0.654
C 6.838955 6.713454 2.666977 1.007 0.513 0.124 -0.613
N 5.905965 7.304404 1.750387 -2.071 -0.702 -0.303 -0.321
C 5.031155 6.361434 0.943137 1.839 1.674 -0.178 -0.656
C 4.345045 7.110804 -0.187803 -0.787 -0.325 0.170 -0.597
O 5.230975 7.606134 -1.182823 -0.617 0.318 -1.235 -0.324
C 4.588905 8.305584 -2.340573 0.731 -0.499 1.573 -0.663
H 10.271135 9.574874 2.060187 -0.121 -0.127 -0.127 0.238
H 10.258145 8.566434 3.500257 0.310 0.269 0.416 0.316
H 9.327035 10.101234 3.426797 -0.475 -0.064 0.214 0.293
H 7.108765 8.632434 3.654397 -0.494 0.069 -0.029 0.309
H 8.296555 7.540884 4.190057 0.255 -0.708 -0.077 0.521
H 6.361195 6.172944 3.484097 -0.446 0.327 0.232 0.321
H 7.365235 5.914434 2.144787 0.950 0.008 0.034 0.368
H 6.323545 8.036954 1.194407 0.056 -0.329 -0.299 0.271
H 4.272245 5.845174 1.531027 -0.034 0.412 0.383 0.318
H 5.584115 5.563884 0.446897 0.603 -0.212 0.111 0.337
H 3.707355 7.878864 0.249837 0.113 0.579 -0.087 0.378
H 3.644745 6.362664 -0.559243 -0.139 -0.060 -0.722 0.411
H 5.373465 8.798224 -2.914913 0.189 0.185 0.571 0.240
H 3.882125 9.020104 -1.918653 -0.031 0.132 -0.258 0.295
H 4.108625 7.685504 -3.097503 -0.276 -0.671 0.552 0.263
C -7.128975 5.069994 -8.192803 -1.424 0.243 0.318 -0.761
O -6.635705 4.066164 -7.374363 0.148 -2.015 0.617 -0.304
C -7.609035 3.022674 -7.066073 0.260 0.325 0.684 -0.716
C -6.918325 1.782254 -6.452633 -0.004 0.670 -1.557 -0.453
N -5.826135 1.403844 -7.391093 -1.523 -0.765 0.647 -0.457
C -4.961605 0.377334 -6.822973 -0.045 -0.121 1.020 -0.626
C -5.658455 -0.947176 -6.396463 -1.212 -0.292 -1.191 -0.745
O -6.332105 -0.934156 -5.164623 0.740 0.894 2.558 -0.257
C -6.390515 -2.176046 -4.455693 -0.544 1.141 -0.761 -0.816
H -7.881985 5.589344 -7.600043 -0.059 0.761 -0.058 0.311
H -7.706525 4.661634 -9.022123 0.290 -0.115 -0.506 0.328
H -6.353495 5.756064 -8.533453 0.060 -0.271 0.143 0.228
H -8.248755 2.804134 -7.921113 0.593 -0.333 -0.617 0.410
H -8.363155 3.342804 -6.347103 0.171 0.649 0.456 0.426
H -7.680865 1.012244 -6.335523 0.039 -0.222 -0.387 0.271
H -6.603425 1.956994 -5.423843 0.463 0.384 0.109 0.288
H -5.399525 2.293494 -7.607013 0.729 -0.261 -0.074 0.288
H -4.500825 0.793264 -5.926993 0.202 -0.175 0.604 0.352
H -4.102385 0.106924 -7.436743 -0.330 0.156 -0.563 0.458
H -4.992395 -1.800636 -6.523253 0.490 0.067 0.464 0.547
H -6.535805 -1.223796 -6.981133 0.421 0.362 -1.618 0.376
H -5.405665 -2.465676 -4.089233 0.072 -0.490 -0.409 0.276
H -6.925585 -2.837226 -5.137353 0.505 -0.903 0.219 0.353
H -7.031515 -2.053286 -3.582683 -0.005 0.310 -0.061 0.229
O -5.448875 5.973844 -2.142343 -0.760 0.442 -0.009 -0.538
C -4.330835 6.446714 -2.864193 0.349 -0.642 0.497 -0.338
C -3.274245 6.869284 -1.862153 1.179 0.874 -0.516 -0.430
O -2.692565 5.782574 -1.166403 -0.575 -0.774 0.202 -0.488
H -5.102445 5.328104 -1.522173 -0.027 -0.192 0.114 0.320
H -4.064395 5.626544 -3.530873 0.834 0.079 -0.089 0.250
H -4.571725 7.289444 -3.512153 -0.402 0.105 0.315 0.297
H -3.696375 7.606634 -1.179363 -0.450 -0.142 0.172 0.302
H -2.429005 7.390604 -2.311463 -0.111 0.231 -0.711 0.338
H -2.220715 6.125414 -0.403893 -0.032 -0.022 0.020 0.289
O -4.085725 0.965684 -1.438943 0.521 0.613 0.338 -0.462
C -3.201825 0.228204 -0.579433 -0.099 -1.369 -1.359 -0.513
C -1.810075 0.061754 -1.248953 -1.234 -0.136 0.319 -0.166
O -1.049545 1.210334 -1.111373 1.098 0.510 0.303 -0.511
H -4.216215 0.331854 -2.148053 -0.372 0.390 -0.406 0.251
H -3.184545 0.631834 0.432937 0.123 0.218 -0.259 0.286
H -3.702735 -0.739716 -0.597363 0.463 -0.569 0.887 0.291
H -1.940735 -0.183246 -2.302993 -0.461 0.100 -0.402 0.226
H -1.263665 -0.814336 -0.899673 0.149 0.258 0.688 0.307
H -1.570135 1.982384 -1.344863 -0.219 0.018 -0.139 0.284
O -0.271665 -6.361066 -3.946953 -0.522 -0.304 -1.062 -0.513
C 0.166375 -5.046246 -4.337553 -0.449 -0.777 0.038 -0.288
C 0.390385 -5.006106 -5.878523 1.518 -0.309 1.241 -0.390
O 1.598235 -5.707406 -6.262083 -0.677 0.552 -0.014 -0.527
H -0.350635 -6.486896 -2.998513 0.145 0.427 0.076 0.264
H -0.569935 -4.274916 -4.111733 -0.323 -0.018 0.142 0.266
H 1.015285 -4.903966 -3.668813 0.624 0.826 -0.835 0.309
H 0.547355 -3.966916 -6.167573 0.109 0.027 0.058 0.285
H -0.469205 -5.353856 -6.451473 -0.177 -0.312 0.335 0.268
H 1.637155 -6.543216 -5.791443 -0.237 -0.124 0.083 0.322
O 2.239255 3.920064 -7.641843 -0.096 0.422 -0.400 -0.502
C 2.763045 2.870564 -6.887473 0.340 0.642 1.966 -0.414
C 1.719065 1.946234 -6.275303 0.550 -0.537 -1.458 -0.284
O 1.460275 0.938014 -7.254663 -0.647 -0.483 0.187 -0.530
H 2.075635 3.629014 -8.541903 -0.085 -0.132 -0.009 0.285
H 3.606295 2.382564 -7.376223 -0.342 -0.683 -0.454 0.352
H 3.288395 3.290574 -6.029733 -0.072 0.725 0.124 0.274
H 0.758395 2.427864 -6.092973 0.245 0.283 -0.033 0.244
H 2.081295 1.523724 -5.338083 0.076 -0.150 0.094 0.272
H 2.295195 0.507894 -7.453413 0.022 -0.094 -0.007 0.304